Record 1
33
Properties=species:S:1:pos:R:3:forces:R:3 method="wB97M-V/def2-TZVPD" e_above_lowest_kj_mol=185.2 orbital_gap_ev=10.1 e_tot_ha=-876.36182 smiles="N[C@@H](CCC(=O)O)C(=O)N1CCC[C@H]1C(=O)O" homo_energy_ev=-9.5
N -0.294811 -0.944849 1.948144 3.43 -1.47 0.35
C 0.356579 0.196650 1.231190 -2.93 0.61 1.73
C 1.749552 -0.018617 0.788804 -0.40 -0.09 0.45
C 2.627972 -0.627755 1.912202 0.40 -3.30 -2.40
C 2.881302 0.097251 3.190538 -0.54 0.23 -0.93
O 2.571570 -0.200892 4.302704 -0.27 -0.50 0.64
O 3.499956 1.219530 2.871588 0.99 2.45 1.19
C -0.538528 0.640467 0.079712 -1.53 1.14 0.97
O -1.240134 1.650611 0.208664 0.86 -0.95 0.11
N -0.541069 -0.074370 -1.062541 0.16 -0.09 -1.53
C -0.746765 -1.514712 -1.156541 -1.11 0.40 1.67
C -2.208858 -1.632058 -1.751035 0.02 -1.13 1.55
C -2.479657 -0.303113 -2.496913 -0.44 -0.29 2.62
C -1.155813 0.454608 -2.252373 -1.41 0.44 -1.90
C -1.381815 1.938704 -2.266270 -0.26 1.09 0.74
O -2.443338 2.508411 -2.511277 3.08 -0.84 0.36
O -0.136984 2.517242 -1.946443 -2.62 1.58 -1.28
H -1.164212 -0.715125 2.323466 -1.79 0.87 0.36
H 0.286467 -1.151235 2.812390 -0.86 0.23 -1.45
H 0.203559 1.014569 1.922690 0.69 0.77 0.02
H 1.519047 -0.710410 -0.049759 1.58 0.14 0.29
H 2.091860 0.968598 0.450277 0.28 -0.50 -0.22
H 3.616684 -0.832316 1.367623 -1.05 0.28 1.19
H 2.171638 -1.664581 2.086104 0.86 1.44 0.19
H 3.620864 1.805705 3.681276 -0.23 -1.17 -1.20
H -0.638986 -1.858851 -0.099289 -0.06 -0.51 -1.13
H -0.036429 -1.926478 -1.840942 0.59 -0.49 -0.29
H -2.933907 -1.838064 -0.886022 0.91 0.46 -1.30
H -2.215434 -2.535195 -2.375537 -0.24 0.34 -0.05
H -2.875684 -0.471301 -3.474411 0.46 0.20 -0.91
H -3.276938 0.259494 -1.963118 0.49 -0.35 -0.29
H -0.518569 0.263637 -3.130765 0.30 -0.04 0.35
H -0.369119 3.484445 -1.914136 0.64 -0.97 0.10


Record 2
11
Properties=species:S:1:pos:R:3:forces:R:3 method="wB97M-V/def2-TZVPD" e_above_lowest_kj_mol=286.4 orbital_gap_ev=9.3 e_tot_ha=-243.72587 smiles="[H]/N=N/C=[NH+]/C" charge=+1 homo_energy_ev=-14.4
H -1.749277 1.055693 -3.119824 0.30 0.28 0.29
N -1.415744 0.355182 -2.438931 -0.71 -1.72 0.00
N -0.559376 0.798861 -1.726506 2.58 0.44 2.56
C 0.220215 0.028906 -0.645203 -2.55 1.16 -2.30
N -0.110996 0.045293 0.593930 -0.37 0.26 -1.13
C 0.705417 -0.490556 1.654696 0.85 -0.44 0.93
H 1.183556 -0.312642 -0.998138 0.12 -0.15 0.15
H -1.015922 0.422708 0.869603 0.00 0.00 -0.26
H 1.414963 0.248846 2.026446 -0.12 0.12 -0.08
H 1.263279 -1.358570 1.303803 -0.11 0.07 -0.02
H 0.063883 -0.793721 2.480125 -0.01 0.00 -0.13


Record 3
8
Properties=species:S:1:pos:R:3:forces:R:3 method="wB97M-V/def2-TZVPD" e_above_lowest_kj_mol=408.9 orbital_gap_ev=8.7 e_tot_ha=-634.26727 smiles=[O-][N+]#CI.C#[N+][O-] homo_energy_ev=-9.4
O -2.377550 1.976264 -0.056226 -0.64 1.10 0.64
N -2.095508 1.245911 -0.945257 0.99 -1.29 -0.02
C -1.612920 0.376317 -1.565039 -0.66 0.28 -1.25
I -1.426135 -0.542117 -3.353431 0.00 0.09 0.32
C 0.068171 -0.768313 -0.054114 0.34 -0.78 0.33
N 0.013590 -1.926395 -0.064084 -0.15 1.40 -0.21
O -0.182421 -3.080017 -0.207469 -0.10 -1.50 -0.03
H 0.452055 0.155705 0.251760 0.21 0.70 0.22


Record 4
20
Properties=species:S:1:pos:R:3:forces:R:3 method="wB97M-V/def2-TZVPD" e_above_lowest_kj_mol=570.7 orbital_gap_ev=9.3 e_tot_ha=-323.67561 charge=+2 homo_energy_ev=-17.8
C -0.272469 -2.237922 0.013620 1.27 2.78 -2.33
C -1.262041 -1.033514 0.051149 -2.34 -4.24 0.00
C -1.393146 -0.255362 -1.282157 -0.99 4.85 4.05
N 1.453694 2.422291 0.580078 2.99 0.95 -2.88
C 0.319201 1.818532 0.424401 -5.12 -1.24 0.22
N -0.387963 1.417792 -0.663403 0.54 0.05 -0.85
N 1.189638 -1.865443 0.689708 -1.95 1.04 -0.27
H -0.074254 -2.487454 -1.047964 0.46 0.24 0.57
H -0.714032 -3.121303 0.353716 0.02 -1.26 1.71
H -2.344836 -1.635777 0.266296 2.57 1.71 -1.01
H -1.150085 -0.665658 1.083776 -0.22 1.35 -0.86
H -0.703556 -0.299178 -2.139574 -0.71 -0.69 0.37
H -2.467367 0.308836 -1.343821 2.84 -1.70 -0.44
H 1.444544 3.263157 1.119261 0.26 0.21 1.41
H 2.255253 2.475535 -0.151719 -2.31 -0.18 1.05
H -0.360814 1.762320 1.335990 1.50 -0.27 -0.31
H -0.542488 2.195130 -1.337112 1.13 -1.03 -0.13
H 1.384252 -2.715660 1.245102 0.42 1.04 0.53
H 1.235299 -0.847964 1.164909 -0.39 -3.35 -0.59
H 1.901231 -1.804867 -0.035611 0.05 -0.28 -0.24


Record 5
7
Properties=species:S:1:pos:R:3:forces:R:3 method="wB97M-V/def2-TZVPD" e_above_lowest_kj_mol=213.5 orbital_gap_ev=10.5 e_tot_ha=-649.36810 smiles=F[C@H]1O[C@@]1(F)I homo_energy_ev=-10.4
F -1.168177 0.450177 1.559083 -0.45 -1.32 1.45
C -0.447762 0.439832 0.483364 -1.00 3.13 -1.35
O 1.020202 0.528363 0.701049 -2.35 -0.59 -2.57
C 0.400373 -0.383056 -0.271228 0.85 1.00 -0.74
F 0.226175 0.209341 -1.575804 1.46 -1.05 0.65
I 0.961742 -2.292097 -0.531253 0.33 -1.17 0.23
H -0.992553 1.047439 -0.365211 1.16 0.02 2.34


Record 6
45
Properties=species:S:1:pos:R:3:forces:R:3 method="wB97M-V/def2-TZVPD" e_above_lowest_kj_mol=0.0 orbital_gap_ev=7.0 e_tot_ha=-2384.92476 homo_energy_ev=-9.0
Pd 1.838348 -0.055355 2.031067 -0.15 0.03 0.11
S 3.176587 1.173863 -0.306080 -0.79 0.16 -0.34
C 4.118382 -0.179460 -0.532406 -0.20 0.07 -0.40
C 4.653237 -0.445831 -1.837631 0.18 0.05 -0.10
N 5.042354 -0.701750 -2.889910 -0.05 0.08 0.06
C 4.428902 -1.101715 0.489460 0.00 -0.25 0.24
S 3.664863 -1.404852 1.926861 0.11 0.01 0.17
C 5.610349 -1.907662 0.281571 -0.04 -0.04 -0.09
N 6.560324 -2.531239 0.116963 -0.01 -0.02 0.04
O 2.434101 2.642726 4.853718 0.01 0.01 0.02
C 2.030412 1.884135 4.005636 0.01 0.03 -0.03
O 2.605886 0.775026 3.642155 0.03 -0.04 -0.02
C 0.716038 2.177411 3.301247 -0.02 0.00 0.01
C 0.025376 3.370838 3.564822 0.01 -0.01 0.02
C -1.164053 3.584440 2.938047 -0.01 0.00 0.00
C -1.710222 2.579787 2.106451 0.00 0.00 0.00
C -2.973270 2.715306 1.482676 0.01 0.01 0.01
C -3.491082 1.696554 0.738678 -0.01 -0.01 -0.01
C -2.778443 0.485281 0.606807 0.00 0.01 0.00
C -1.552665 0.326493 1.186882 0.00 0.04 0.00
C -0.977181 1.387374 1.920199 0.00 -0.01 -0.01
N 0.264579 1.248571 2.483099 -0.03 -0.02 -0.04
H 0.480400 4.073792 4.247246 0.00 0.00 0.00
H -1.716524 4.504505 3.085308 0.00 0.00 0.00
H -3.521836 3.638985 1.618812 0.00 0.00 0.00
H -4.457412 1.804504 0.264877 0.00 0.00 0.00
H -3.211599 -0.332434 0.045241 0.00 0.00 0.00
H -1.019095 -0.608263 1.114037 -0.01 0.00 0.02
O 1.358584 0.791132 -1.048724 0.88 -0.48 0.69
C 0.846523 -0.350674 -0.716040 0.14 0.36 -0.18
O 1.058512 -0.958576 0.358283 0.09 0.08 -0.05
C -0.065908 -0.958708 -1.699655 -0.10 -0.02 -0.11
C -0.279754 -0.330241 -2.921537 0.01 -0.03 0.03
C -1.144259 -0.872890 -3.871439 -0.01 -0.01 0.01
C -1.767121 -2.048497 -3.532739 0.01 0.00 0.04
O -2.619512 -2.791622 -4.284585 -0.03 -0.02 -0.03
C -3.119603 -3.807206 -3.410752 0.02 0.01 0.01
O -2.262595 -3.847505 -2.273156 -0.02 -0.01 -0.01
C -1.551868 -2.679697 -2.312005 -0.02 0.00 -0.03
C -0.707342 -2.167853 -1.370672 0.00 0.04 0.00
H 0.241098 0.592990 -3.128831 0.00 -0.01 -0.01
H -1.311605 -0.401383 -4.828746 0.00 0.00 0.00
H -3.094923 -4.766887 -3.920609 0.00 0.00 0.00
H -4.133680 -3.541695 -3.096916 0.00 0.00 0.00
H -0.523302 -2.661720 -0.427709 0.01 -0.01 -0.01